70
Properties=species:S:1:pos:R:3:forces:R:3:nbo_charge:R:1 method="wB97M-V/def2-TZVPD" homo_lumo_gap_ev=6.50 e_homo_ev=-7.035
Pd -1.36777 0.43076 -0.50488 -0.191 -0.023 -0.162 0.71
N 3.87073 -5.29394 -6.84851 0.004 -0.004 -0.001 -0.31
C 3.26945 -4.55737 -6.20337 0.023 -0.028 -0.036 0.28
C 2.51890 -3.63485 -5.39643 -0.025 0.028 0.022 -0.18
C 2.22607 -3.95242 -4.07253 0.011 -0.004 -0.008 -0.14
C 1.50748 -3.05983 -3.29727 -0.019 0.001 0.005 -0.20
C 1.07765 -1.85126 -3.83429 0.011 -0.024 -0.029 -0.05
C 1.36886 -1.54153 -5.15852 0.004 0.005 0.015 -0.15
C 2.08798 -2.42750 -5.94120 0.006 -0.007 0.001 -0.17
C 0.30699 -0.90033 -2.98454 0.056 0.099 0.103 0.21
C -1.08217 -0.94568 -3.09544 -0.059 0.090 -0.037 -0.02
C -1.85486 -1.58414 -4.09759 0.104 0.036 -0.035 -0.20
C -3.15660 -1.16768 -3.92782 -0.029 0.064 0.054 -0.32
C -3.15852 -0.31515 -2.80345 0.000 -0.036 -0.079 0.02
N -1.93028 -0.17587 -2.31467 0.109 -0.285 0.158 -0.44
C 1.04373 -0.00008 -2.21522 -0.062 -0.087 -0.087 -0.02
C 2.45260 0.18545 -2.29204 0.036 0.051 0.024 -0.20
C 2.74214 1.31412 -1.56621 0.054 -0.041 -0.061 -0.33
C 1.50632 1.77712 -1.05789 -0.159 0.035 -0.020 0.02
N 0.49222 1.00578 -1.41994 0.132 -0.023 0.004 -0.53
H 2.56129 -4.89420 -3.66031 0.002 -0.002 0.000 0.23
H 1.27182 -3.29913 -2.26840 -0.004 0.008 0.006 0.23
H 1.03184 -0.59921 -5.57049 -0.001 0.005 -0.001 0.22
H 2.31981 -2.18987 -6.97029 0.002 -0.003 -0.003 0.23
H -1.46523 -2.22299 -4.87371 -0.009 -0.018 0.006 0.22
H -4.01424 -1.42772 -4.52524 -0.010 -0.004 -0.001 0.22
H -3.99964 0.16913 -2.33354 0.002 -0.006 0.022 0.22
H 3.13584 -0.43053 -2.85435 0.012 0.000 -0.002 0.22
H 3.70316 1.78140 -1.42544 0.004 0.004 0.006 0.22
H 1.34127 2.66662 -0.47074 -0.015 0.015 0.009 0.20
C 5.03967 -0.73953 3.27071 0.005 0.000 0.007 -0.63
C 3.77227 -0.00705 2.92864 0.008 0.012 0.007 0.00
C 2.66988 -0.69952 2.43573 -0.027 0.006 -0.015 -0.19
C 1.49460 -0.04171 2.11041 0.032 -0.006 0.045 -0.21
C 1.42412 1.33055 2.29111 -0.057 -0.066 -0.043 -0.20
C 2.51076 2.04868 2.76514 -0.004 0.015 -0.019 -0.22
C 3.67512 1.37244 3.09101 0.013 -0.016 0.008 -0.21
S -0.03680 2.17843 1.72582 -0.200 0.078 -0.032 1.29
C -0.60443 2.90106 3.25847 -0.028 -0.136 0.023 -0.81
O -1.05594 1.06611 1.47876 0.334 0.090 -0.044 -0.98
H 4.87969 -1.42209 4.10693 0.001 -0.002 0.003 0.22
H 5.83426 -0.04815 3.54692 0.003 -0.003 0.001 0.22
H 5.38458 -1.33452 2.42443 0.003 -0.003 -0.003 0.23
H 2.73473 -1.77168 2.29245 -0.003 -0.005 -0.002 0.22
H 0.64002 -0.57440 1.71374 0.009 0.008 -0.002 0.25
H 2.46346 3.12616 2.87201 -0.001 0.008 -0.003 0.22
H 4.52672 1.92591 3.46703 0.001 0.007 -0.002 0.22
H -0.66750 2.12783 4.02249 -0.030 -0.018 -0.007 0.25
H -1.58620 3.32166 3.04498 0.008 0.025 -0.016 0.26
H 0.08890 3.69130 3.54094 0.017 -0.008 0.026 0.24
Te -3.07308 -1.29198 0.35426 -0.128 0.148 0.120 0.00
C -2.87536 -0.94633 2.43685 -0.009 -0.043 -0.035 -0.23
C -1.78907 -1.46816 3.13573 0.006 0.024 0.022 -0.26
C -1.60961 -1.18791 4.48261 0.037 -0.026 -0.015 -0.16
C -2.52181 -0.38813 5.15744 0.003 0.019 0.038 -0.25
C -3.62272 0.11374 4.47960 -0.019 0.022 0.014 -0.22
C -3.79761 -0.16750 3.13030 -0.030 -0.031 0.011 -0.26
H -1.07337 -2.09285 2.61550 -0.005 -0.004 0.000 0.21
H -0.75508 -1.59763 5.00776 0.001 0.000 0.000 0.20
H -2.38387 -0.17189 6.20946 -0.002 0.000 0.000 0.21
H -4.35175 0.72083 5.00300 0.000 -0.003 -0.002 0.21
H -4.66927 0.21310 2.61146 -0.003 0.003 -0.014 0.21
N -3.70727 2.60219 1.26377 0.064 0.152 0.190 -0.86
C -3.31582 3.38643 0.22035 -0.027 -0.036 -0.125 0.78
N -4.25462 4.27505 -0.24148 0.028 0.048 0.070 -0.85
O -2.18958 3.34019 -0.25270 0.069 0.081 0.091 -0.68
H -4.66359 2.56825 1.56401 -0.015 -0.073 -0.041 0.39
H -3.09834 1.83507 1.51033 -0.035 -0.062 -0.078 0.43
H -5.22531 4.18606 -0.00431 -0.010 -0.034 -0.042 0.38
H -4.01766 4.76088 -1.08733 0.000 -0.015 -0.011 0.41

=====

72
Properties=species:S:1:pos:R:3:forces:R:3:nbo_charge:R:1 method="wB97M-V/def2-TZVPD" homo_lumo_gap_ev=8.28 e_homo_ev=-8.149 smiles="COC(=O)c1c(-c2cc(OC)c(OC)c(OC)c2)c2ccnc(OCc3ncccn3)c2c(=O)n1Cc1ccnc(C)c1"
C -4.14516 -1.64320 1.54004 -0.289 -0.291 -0.134 -0.27
O -2.80597 -1.17118 1.62380 0.349 0.092 0.282 -0.50
C -1.92948 -1.71639 0.77806 -0.300 -0.176 0.060 0.78
O -2.16913 -2.64083 0.04875 0.028 0.186 0.009 -0.56
C -0.61048 -0.99973 0.86191 -0.190 1.037 -0.255 0.14
C -0.56090 0.32220 0.53084 -0.162 -0.744 0.132 -0.04
C -1.79053 1.04337 0.15270 -0.305 0.112 -0.278 -0.02
C -2.18468 2.16032 0.88479 -0.121 0.146 0.109 -0.35
C -3.36056 2.81977 0.57122 0.038 0.000 0.014 0.35
O -3.83134 3.89630 1.26588 -0.206 -0.337 -0.397 -0.51
C -3.11403 4.33918 2.39204 0.144 0.091 0.213 -0.25
C -4.16232 2.38581 -0.50591 -0.241 0.159 -0.192 0.14
O -5.35952 3.01755 -0.78739 0.349 -0.445 0.391 -0.52
C -5.27875 4.37822 -1.16562 0.007 0.325 -0.131 -0.25
C -3.76148 1.26229 -1.23749 0.004 0.093 0.163 0.30
O -4.41734 0.68138 -2.27422 0.254 -0.006 0.252 -0.49
C -5.56990 1.26007 -2.84661 -0.425 0.059 -0.201 -0.24
C -2.57575 0.60484 -0.89405 0.055 0.188 0.021 -0.28
C 0.71372 0.98041 0.54699 0.522 -0.053 0.065 0.03
C 0.88707 2.31186 0.13016 0.005 0.026 -0.020 -0.30
C 2.14406 2.85832 0.18511 -0.339 -0.049 -0.040 0.08
N 3.22094 2.19178 0.58881 0.322 -0.351 0.404 -0.52
C 3.09525 0.92828 0.95104 -0.489 0.408 -0.120 0.58
O 4.18426 0.26149 1.30735 -0.025 -0.175 0.013 -0.44
C 5.40605 0.96116 1.18897 0.270 0.296 0.143 -0.11
C 5.60565 1.56248 -0.17687 0.236 0.049 -0.291 0.42
N 6.30868 2.68558 -0.23433 0.141 -0.020 0.460 -0.46
C 6.48720 3.22096 -1.42942 -0.037 -0.040 -0.312 0.08
C 5.96925 2.64906 -2.58242 -0.042 -0.051 0.166 -0.32
C 5.27575 1.46003 -2.40841 0.132 0.217 -0.144 0.09
N 5.10254 0.91452 -1.21841 -0.091 -0.414 0.195 -0.46
C 1.84254 0.25773 0.96809 0.177 0.294 -0.075 -0.20
C 1.75684 -1.13221 1.38964 -0.062 -0.096 0.137 0.65
O 2.66961 -1.79724 1.83329 0.086 -0.114 -0.015 -0.59
N 0.48287 -1.70480 1.25941 0.092 -0.163 0.025 -0.40
C 0.36069 -3.11164 1.59599 0.150 -0.415 0.159 -0.26
C 0.27465 -3.99611 0.37997 0.081 -0.228 -0.130 0.05
C 0.95210 -3.68173 -0.79263 -0.075 -0.115 0.109 -0.27
C 0.84474 -4.55206 -1.86279 0.203 0.376 0.086 0.06
N 0.13910 -5.66839 -1.83283 -0.119 -0.365 -0.371 -0.44
C -0.50664 -5.97929 -0.71831 -0.026 0.012 0.286 0.23
C -1.30218 -7.24722 -0.72812 -0.027 0.013 0.033 -0.64
C -0.46144 -5.16949 0.41298 0.261 0.110 -0.140 -0.26
H -4.63167 -1.35760 2.46899 0.043 0.016 -0.049 0.20
H -4.64237 -1.17253 0.68966 0.022 -0.013 0.018 0.20
H -4.15845 -2.72687 1.40892 -0.052 0.118 0.045 0.20
H -1.57765 2.47567 1.71705 0.029 0.084 0.106 0.23
H -2.11289 4.68981 2.12105 -0.035 -0.038 0.015 0.18
H -3.68973 5.17133 2.79478 0.081 -0.054 0.009 0.20
H -3.03303 3.55492 3.15050 0.013 0.020 -0.033 0.18
H -4.61341 4.50864 -2.02698 -0.040 -0.037 0.022 0.17
H -4.93249 5.00805 -0.34466 -0.049 -0.055 -0.099 0.20
H -6.29200 4.66431 -1.44320 0.049 0.053 -0.034 0.19
H -5.35635 2.24100 -3.27891 -0.012 -0.030 0.036 0.17
H -6.38094 1.35222 -2.12240 0.075 -0.016 -0.124 0.19
H -5.86101 0.57400 -3.64209 0.015 0.074 0.035 0.19
H -2.29170 -0.25084 -1.48589 0.048 -0.102 -0.100 0.24
H 0.04679 2.88040 -0.23210 -0.028 0.080 -0.020 0.23
H 2.33013 3.88303 -0.10903 -0.114 0.098 -0.055 0.20
H 5.47168 1.76634 1.92902 0.004 -0.150 -0.130 0.21
H 6.17934 0.21374 1.38693 -0.098 0.103 -0.005 0.22
H 7.06368 4.13738 -1.45359 0.026 0.062 -0.100 0.20
H 6.10480 3.09496 -3.55380 0.015 0.043 -0.085 0.23
H 4.84691 0.91741 -3.24171 0.009 0.039 -0.123 0.20
H 1.27086 -3.36334 2.15545 -0.312 0.067 -0.051 0.28
H -0.50868 -3.26374 2.24191 0.089 0.016 -0.035 0.21
H 1.54967 -2.78642 -0.86912 0.063 0.093 -0.046 0.22
H 1.35221 -4.34842 -2.79702 0.082 0.100 -0.034 0.19
H -2.36296 -7.02132 -0.63146 -0.112 -0.058 0.018 0.22
H -1.13540 -7.77223 -1.66364 -0.007 -0.038 -0.021 0.23
H -1.01363 -7.88643 0.10425 -0.035 -0.093 0.056 0.22
H -1.00400 -5.45345 1.30289 -0.102 -0.020 0.104 0.21

=====

73
Properties=species:S:1:pos:R:3:forces:R:3:mulliken_spin:R:1 method="wB97M-V/def2-TZVPD" homo_lumo_gap_ev="8.16 / 7.31" charge=+2 spin_multiplicity=3 s_squared=2.012 e_homo_ev="-13.934 / -14.016"
W 0.09940 0.18184 1.03241 0.179 -0.178 0.022 1.60
N 0.61352 0.09467 3.18514 -0.051 0.026 0.082 0.01
C -0.45373 -0.48306 4.05233 0.137 -0.024 -0.092 0.01
C -1.55501 -1.07083 3.18906 -0.175 0.210 0.280 0.00
O -2.53391 -1.56639 3.65337 0.040 -0.097 -0.186 0.01
O -1.30023 -0.96832 1.88036 0.161 -0.083 -0.006 0.05
H 1.48843 -0.40519 3.32501 -0.013 -0.021 -0.042 0.00
H 0.80577 1.05676 3.46041 0.003 0.005 -0.008 0.01
H -0.87513 0.28176 4.70032 -0.031 0.011 -0.024 0.00
H -0.05229 -1.27549 4.67993 0.028 0.015 0.051 0.00
O 0.67111 1.50038 -0.54243 -0.107 0.048 0.115 0.01
C 0.30153 2.45864 0.23028 0.066 -0.008 -0.264 0.04
O 0.49986 2.27572 1.47634 -0.008 -0.181 -0.048 0.02
C -0.66635 3.46324 -0.25608 -0.020 0.047 -0.033 0.00
C -0.42261 4.78183 -0.58710 0.076 -0.006 0.005 0.00
C -1.49034 5.56914 -0.99953 -0.040 -0.015 -0.003 0.00
C -2.77500 5.04364 -1.05749 0.026 0.016 -0.002 0.00
C -3.01311 3.72164 -0.70478 -0.106 0.055 -0.032 0.00
C -1.95599 2.91469 -0.31431 0.144 -0.074 0.127 -0.03
P -2.17588 1.21076 0.28370 -0.156 -0.182 -0.050 0.07
C -3.33458 1.30305 1.65429 0.076 0.079 0.057 -0.02
C -4.61038 0.75575 1.63261 0.008 0.000 -0.030 0.00
C -5.41147 0.84702 2.76365 0.002 0.023 0.040 0.00
C -4.94481 1.48711 3.90165 -0.026 -0.007 -0.018 0.00
C -3.67582 2.05576 3.91710 0.041 -0.002 -0.051 0.01
C -2.86768 1.96159 2.79651 -0.088 -0.024 0.037 0.03
C -2.82718 0.21052 -1.06605 0.090 0.069 -0.024 0.00
C -3.22282 -1.10732 -0.81828 0.003 0.043 0.036 0.01
C -3.62316 -1.91113 -1.87258 -0.009 -0.025 0.067 0.00
C -3.61358 -1.41702 -3.17154 0.017 0.044 -0.035 0.00
C -3.19950 -0.11605 -3.42066 -0.012 -0.022 -0.001 0.00
C -2.80236 0.70066 -2.37082 -0.049 -0.019 0.000 0.01
H 0.57809 5.18970 -0.53002 -0.026 0.011 -0.007 0.00
H -1.31754 6.60232 -1.26943 -0.008 -0.015 0.003 0.00
H -3.59873 5.67100 -1.37024 0.005 -0.007 0.005 0.00
H -4.02098 3.32310 -0.72780 0.011 0.024 -0.004 0.00
H -4.98676 0.26929 0.74291 0.005 -0.045 -0.006 0.00
H -6.40438 0.41823 2.75351 0.007 0.003 -0.008 0.00
H -5.57529 1.55580 4.77832 0.009 -0.010 -0.014 0.00
H -3.32626 2.57820 4.79804 0.001 -0.003 -0.005 0.00
H -1.88478 2.42519 2.79332 0.004 0.012 0.023 -0.01
H -3.21428 -1.49485 0.19401 -0.049 -0.004 -0.011 0.00
H -3.95376 -2.92330 -1.67815 0.001 0.007 -0.010 0.00
H -3.93669 -2.04702 -3.98985 0.001 0.011 0.001 0.00
H -3.19524 0.27141 -4.43058 -0.001 -0.012 -0.003 0.00
H -2.48603 1.71706 -2.56935 -0.004 -0.031 -0.018 0.00
N 1.86376 -5.58780 -3.08194 0.017 0.006 0.022 0.00
C 2.12488 -4.86409 -1.98951 -0.102 -0.085 0.008 0.00
O 3.10353 -4.99209 -1.27330 0.038 0.004 -0.054 0.00
C 1.16346 -3.77568 -1.58397 -0.023 0.048 -0.001 0.01
C 0.37151 -3.94239 -0.45240 0.062 -0.148 -0.050 -0.01
C -0.17630 -2.83341 0.14944 -0.078 -0.054 0.081 0.03
N 0.05292 -1.59145 -0.31030 -0.054 0.376 0.016 0.01
C 0.67635 -1.45268 -1.48984 0.063 0.212 -0.086 0.04
C 1.23290 -2.51734 -2.16475 0.049 -0.086 -0.064 -0.01
H 2.50724 -6.31908 -3.34617 0.008 0.004 0.006 0.00
H 1.01067 -5.48565 -3.60397 -0.003 0.024 0.007 0.00
H 0.24668 -4.91820 -0.00157 -0.021 0.029 0.021 0.00
H -0.75987 -2.90887 1.05420 0.007 -0.006 0.010 -0.01
H 0.79457 -0.43992 -1.85273 0.017 -0.003 -0.044 -0.01
H 1.78864 -2.34926 -3.07808 -0.017 0.037 0.021 0.00
N 4.68323 -2.90752 0.23631 0.011 0.060 0.002 0.00
C 4.20851 -1.69277 0.54709 0.122 0.058 -0.034 -0.01
C 2.82968 -1.46635 0.73220 -0.109 -0.098 -0.059 0.01
N 2.34766 -0.24312 0.93324 -0.251 -0.085 0.155 0.03
C 3.21775 0.77387 1.03837 0.017 0.065 0.030 0.03
C 4.57649 0.51982 0.94179 0.058 -0.048 -0.023 0.00
N 5.07114 -0.67978 0.69175 0.053 0.019 0.009 0.01
H 4.08807 -3.64549 -0.12010 -0.040 -0.031 0.039 0.00
H 5.67450 -2.98844 0.07631 0.014 0.017 0.024 0.00
H 2.14130 -2.29604 0.68479 -0.001 -0.005 0.038 0.01
H 2.82637 1.76486 1.20100 0.019 0.025 0.005 0.00
H 5.28964 1.32725 1.05794 -0.019 0.004 0.008 0.00